98
Properties=species:S:1:pos:R:3:mulliken_charge:R:1 method="wB97M-V/def2-TZVPD" e_above_lowest_kcal_mol=20.9 homo_lumo_gap_ev="2.5 / 8.3" homo_ev="-3.39 / -9.19" energy_ev=-69632.0954 multiplicity=2 s2=0.750
Ba 1.13 -2.91 -2.29 1.005
B -0.07 -1.54 0.40 -0.018
F 0.03 -2.03 1.63 -0.098
F 1.12 -1.32 -0.22 -0.701
F -0.80 -2.35 -0.38 -0.481
F -0.74 -0.35 0.47 -0.106
C -4.65 2.35 2.39 -0.609
C -5.70 2.34 1.54 -0.441
C -5.91 1.24 0.73 -0.414
C -4.99 0.14 0.76 -0.306
C -3.92 0.18 1.66 0.276
C -3.71 1.31 2.49 -0.404
N -5.19 -0.94 -0.23 1.005
O -4.48 -1.95 -0.20 -0.553
O -6.17 -0.87 -0.98 -0.613
H -4.44 3.26 2.94 0.391
H -6.31 3.20 1.35 0.376
H -6.54 1.31 -0.14 0.418
H -3.17 -0.60 1.70 0.401
H -2.78 1.38 3.03 0.459
C -0.19 2.75 0.53 0.059
C 1.22 2.95 0.49 -0.503
C 1.70 3.87 -0.46 -0.231
C 0.84 4.63 -1.26 -0.437
C -0.56 4.42 -1.16 -0.251
C -1.08 3.50 -0.28 -0.687
N 1.38 5.65 -2.21 0.937
O 2.62 5.65 -2.35 -0.580
O 0.58 6.37 -2.85 -0.576
H -0.57 2.11 1.31 0.311
H 1.84 2.40 1.19 0.486
H 2.76 3.99 -0.64 0.489
H -1.28 4.93 -1.78 0.421
H -2.15 3.40 -0.21 0.531
C 5.25 2.08 0.26 -0.709
O 4.44 1.45 1.23 -0.310
C 4.18 0.07 1.15 0.246
C 3.27 -0.26 2.28 0.350
O 3.93 -0.20 3.57 -0.406
C 4.44 -1.48 4.00 -0.816
H 4.78 2.94 -0.23 0.163
H 5.40 1.37 -0.55 0.259
H 6.27 2.23 0.60 0.301
H 5.13 -0.46 1.19 0.467
H 3.77 -0.24 0.18 -0.297
H 3.04 -1.30 2.02 0.545
H 2.36 0.34 2.23 -0.664
H 3.84 -2.39 3.98 0.284
H 4.70 -1.30 5.04 0.294
H 5.37 -1.49 3.43 0.347
C -2.14 -4.45 -2.18 -0.977
O -1.32 -3.61 -2.98 0.036
C -1.44 -3.81 -4.36 -0.734
C -0.86 -2.65 -5.14 -0.416
O 0.50 -2.32 -4.86 -0.172
C 1.02 -1.44 -5.83 -0.874
H -3.10 -3.95 -2.09 0.352
H -1.77 -4.67 -1.18 0.215
H -2.26 -5.48 -2.53 0.371
H -2.47 -3.98 -4.70 0.415
H -0.95 -4.76 -4.57 0.341
H -1.45 -1.75 -4.98 0.191
H -0.89 -2.91 -6.20 0.495
H 2.05 -1.22 -5.58 0.084
H 0.43 -0.53 -5.98 0.360
H 1.08 -1.98 -6.78 0.403
C -1.74 -0.16 -2.56 -0.902
O -0.39 -0.44 -2.67 0.596
C 0.44 0.69 -2.42 0.099
C 1.79 0.53 -3.03 -1.162
O 2.39 -0.70 -2.71 0.196
C 3.79 -0.70 -3.02 -0.924
H -2.00 0.40 -1.66 0.022
H -2.41 -1.01 -2.57 0.158
H -2.10 0.44 -3.40 0.465
H 0.55 0.81 -1.34 -0.441
H 0.01 1.62 -2.81 0.527
H 2.44 1.29 -2.59 0.601
H 1.84 0.77 -4.09 0.324
H 4.29 0.15 -2.55 0.161
H 3.99 -0.71 -4.09 0.192
H 4.31 -1.56 -2.59 0.350
C 0.74 1.58 4.80 -0.575
O -0.43 0.76 4.67 -0.421
C -0.14 -0.51 4.14 0.306
C -1.37 -1.48 4.22 -0.239
O -1.57 -1.63 5.61 -0.393
C -2.61 -2.61 5.86 -0.803
H 0.42 2.58 5.10 0.313
H 1.32 1.69 3.88 0.098
H 1.41 1.25 5.59 0.301
H 0.80 -0.88 4.55 0.537
H 0.00 -0.33 3.08 -0.390
H -1.12 -2.44 3.78 0.394
H -2.29 -1.12 3.76 0.043
H -2.44 -3.59 5.41 0.301
H -3.50 -2.22 5.37 0.289
H -2.83 -2.78 6.91 0.277

81
Properties=species:S:1:pos:R:3:mulliken_charge:R:1 method="wB97M-V/def2-TZVPD" homo_lumo_gap_ev=6.7 homo_ev=-11.35 total_charge=+1 energy_ev=-194394.3077 multiplicity=1
C -4.96 -1.79 -1.72 -0.484
C -6.11 -0.76 -1.25 -0.751
C -5.54 0.57 -0.55 0.016
C -5.57 0.53 1.07 -0.861
C -4.10 0.40 1.72 0.395
C -3.60 1.72 2.50 -0.552
C -2.24 1.49 3.37 -0.758
C -1.52 0.11 2.96 0.538
C -0.11 -0.13 3.74 -0.569
C 0.29 -1.67 3.91 -0.619
C 0.93 -2.37 2.61 -0.951
C 1.28 -1.35 1.42 0.273
C 0.29 -1.35 0.20 -0.018
P -1.24 -2.45 0.03 0.346
N -2.13 -2.58 1.38 -0.495
C 0.66 -0.35 -0.97 -0.196
C -0.36 -0.38 -2.21 -0.933
Br -1.81 0.95 -2.17 0.046
C -0.18 -1.31 -3.27 0.539
C 1.00 -2.39 -3.31 -0.831
Br -1.52 -1.18 -4.77 -0.109
C 1.94 0.56 -0.92 0.027
C 2.27 1.56 -2.13 0.092
C 2.10 3.14 -1.71 -1.295
C 3.66 1.25 -2.88 -0.057
C 3.97 2.20 -4.14 -0.612
C 2.72 2.50 -5.09 -0.828
C 2.82 0.42 0.37 -0.002
C 4.15 1.32 0.46 -0.404
C 5.50 0.45 0.17 0.223
O 6.64 0.99 0.24 -0.509
I 5.35 -1.65 -0.35 0.089
N 2.45 -0.49 1.47 0.702
B 3.34 -0.53 2.72 0.561
N 4.22 -1.73 3.04 -0.569
O 3.36 0.63 3.56 -0.702
H -4.53 -2.27 -0.77 0.110
H -4.09 -1.24 -2.25 0.008
H -5.34 -2.61 -2.43 0.364
H -6.70 -0.49 -2.21 0.303
H -6.87 -1.28 -0.57 0.337
H -4.50 0.85 -0.94 -0.180
H -6.25 1.43 -0.88 0.361
H -6.15 1.42 1.49 0.360
H -6.17 -0.43 1.34 0.319
H -3.38 0.18 0.85 -0.423
H -4.13 -0.54 2.39 0.209
H -3.36 2.50 1.70 0.164
H -4.49 2.09 3.14 0.350
H -1.52 2.35 3.07 0.199
H -2.50 1.56 4.49 0.308
H -1.39 0.09 1.82 -0.475
H -2.21 -0.73 3.34 0.216
H 0.69 0.55 3.29 0.086
H -0.30 0.28 4.81 0.454
H -0.69 -2.23 4.17 0.413
H 0.97 -1.83 4.83 0.278
H 0.19 -3.19 2.28 0.323
H 1.86 -2.96 2.97 0.455
H -0.78 -3.76 -0.36 0.170
H -2.16 -1.96 -0.99 -0.016
H -2.09 -3.59 1.61 0.273
H 0.66 -3.40 -2.92 0.274
H 1.88 -1.98 -2.69 0.161
H 1.36 -2.53 -4.40 0.378
H 1.46 1.40 -2.93 0.511
H 3.07 3.70 -2.00 0.300
H 2.01 3.27 -0.57 0.308
H 1.25 3.64 -2.29 0.319
H 4.59 1.26 -2.20 -0.183
H 3.57 0.17 -3.28 0.280
H 4.74 1.62 -4.79 0.370
H 4.52 3.17 -3.85 0.279
H 2.13 1.54 -5.38 0.201
H 1.97 3.14 -4.47 0.137
H 2.99 3.10 -6.03 0.361
H 4.22 1.90 1.46 0.470
H 4.17 2.15 -0.35 0.248
H 3.88 -2.08 3.95 0.275
H 5.20 -1.40 3.16 0.268
H 4.28 0.79 3.87 0.335

101
Properties=species:S:1:pos:R:3:mulliken_charge:R:1 method="wB97M-V/def2-TZVPD" homo_lumo_gap_ev=9.5 homo_ev=-11.54 total_charge=+1 energy_ev=-87447.0189 multiplicity=1
C -1.12 2.68 4.76 -1.143
C -1.30 1.22 4.33 -0.948
C -0.43 0.81 3.11 0.122
C -1.27 0.03 2.10 -2.267
N -0.79 -0.07 0.67 1.602
C -1.53 -1.26 0.08 -0.700
C -1.24 -2.66 0.64 -1.224
C -0.16 -3.57 0.03 0.513
C 0.24 -3.44 -1.43 -1.057
N -0.93 -3.47 -2.33 0.052
C -0.63 -3.46 -3.70 0.410
C 0.41 -2.50 -4.20 -0.620
O -1.22 -4.18 -4.44 -0.612
C 0.71 -0.34 0.45 2.502
C 1.48 -1.09 1.53 -2.274
C 2.70 -1.83 0.95 -1.224
C 3.05 -3.10 1.76 -0.499
S 3.73 -4.43 0.72 -0.204
C 1.41 0.91 -0.15 -0.903
C 2.66 1.42 0.58 -2.246
C 0.27 1.98 -0.39 2.086
S 0.46 3.49 0.66 -0.043
P 0.62 2.73 -2.06 0.905
N -0.47 3.63 -2.69 -0.775
O 1.10 1.54 -3.04 -0.691
O 2.02 3.45 -1.82 -0.389
C -1.09 1.22 -0.15 1.993
C -2.06 1.03 -1.34 -3.971
C -1.67 0.43 -2.70 -0.299
C -2.90 -0.25 -3.32 -0.840
O -2.89 -0.06 -4.72 -0.438
C -3.33 -1.13 -5.53 -0.651
P -2.27 2.41 0.84 -0.049
N -3.70 1.79 0.99 -0.898
H -0.14 3.06 4.46 0.287
H -1.87 3.33 4.32 0.257
H -1.20 2.77 5.84 0.390
H -1.04 0.58 5.17 0.571
H -2.36 1.04 4.12 0.409
H 0.02 1.71 2.70 -0.727
H 0.35 0.15 3.50 0.553
H -2.31 0.36 2.07 1.033
H -1.32 -0.98 2.49 0.887
H -2.59 -1.06 0.24 0.908
H -1.40 -1.27 -1.00 -0.097
H -1.06 -2.66 1.71 0.257
H -2.20 -3.17 0.54 0.575
H 0.75 -3.50 0.63 -0.991
H -0.52 -4.59 0.17 0.795
H 0.81 -2.53 -1.65 0.116
H 0.91 -4.27 -1.65 0.736
H -1.46 -4.33 -2.19 0.310
H 0.14 -2.21 -5.22 0.271
H 1.39 -2.98 -4.24 0.370
H 0.49 -1.60 -3.59 -0.078
H 0.67 -1.03 -0.39 -1.583
H 0.85 -1.81 2.06 0.631
H 1.83 -0.41 2.31 0.686
H 3.58 -1.20 0.96 0.566
H 2.51 -2.13 -0.09 0.286
H 3.81 -2.84 2.50 0.455
H 2.20 -3.48 2.32 0.145
H 2.84 -5.38 1.04 0.119
H 1.78 0.55 -1.11 0.483
H 2.60 1.38 1.66 0.354
H 2.88 2.44 0.29 0.617
H 3.52 0.83 0.26 0.365
H 1.05 2.95 1.74 0.214
H -1.32 3.70 -2.15 0.305
H 0.61 1.63 -3.87 0.413
H 2.69 3.17 -2.46 0.209
H -2.90 0.45 -0.96 0.491
H -2.51 2.00 -1.55 1.396
H -0.82 -0.26 -2.63 -0.227
H -1.40 1.23 -3.39 0.680
H -2.93 -1.31 -3.06 0.456
H -3.79 0.24 -2.91 0.329
H -3.79 -1.93 -4.94 0.328
H -4.07 -0.76 -6.24 0.285
H -2.49 -1.53 -6.10 0.223
H -2.27 3.60 0.09 0.391
H -1.75 2.64 2.11 0.073
H -4.44 2.32 0.53 0.276
C 5.70 3.89 -2.91 -0.602
O 4.69 3.16 -3.60 -0.517
H 5.31 4.88 -2.72 0.245
H 5.96 3.41 -1.96 0.255
H 6.60 3.98 -3.52 0.309
H 5.03 2.28 -3.79 0.285
C -3.48 5.94 2.80 -0.652
O -2.30 5.16 2.97 -0.392
H -3.95 6.03 3.77 0.248
H -3.24 6.94 2.43 0.291
H -4.18 5.46 2.11 0.285
H -1.86 5.10 2.12 0.237
C 1.65 -5.74 4.54 -0.570
O 2.28 -4.47 4.70 -0.501
H 0.61 -5.56 4.28 0.210
H 2.12 -6.32 3.75 0.248
H 1.68 -6.31 5.47 0.314
H 3.20 -4.62 4.94 0.289

20
Properties=species:S:1:pos:R:3:nbo_charge:R:1 method="wB97M-V/def2-TZVPD" e_above_lowest_kcal_mol=41.3 homo_lumo_gap_ev="10.6 / 7.7" homo_ev="-9.83 / -9.79" energy_ev=-10961.5826 multiplicity=2 s2=0.754
C -0.71 0.69 -0.83 -0.222
C -0.29 -0.62 -1.51 -0.458
C -0.46 -1.75 -0.54 -0.180
C -1.45 -2.62 -0.64 -0.388
N 0.00 1.04 0.40 -0.676
C 1.48 1.14 0.14 -0.007
O 1.81 2.02 -0.79 -0.266
H -1.78 0.62 -0.65 0.206
H -0.58 1.53 -1.52 0.186
H 0.71 -0.53 -1.93 0.206
H -0.94 -0.74 -2.38 0.222
H 0.16 -1.69 0.35 0.200
H -1.53 -3.39 0.13 0.196
H -2.16 -2.78 -1.44 0.197
H -0.30 1.97 0.70 0.373
H 1.95 1.37 1.11 0.218
H 1.82 0.14 -0.17 0.219
H -0.34 0.32 2.15 0.486
H 0.50 -0.51 3.07 0.452
O -0.32 -0.06 3.04 -0.964

8
Properties=species:S:1:pos:R:3:nbo_charge:R:1 method="wB97M-V/def2-TZVPD" homo_lumo_gap_ev=7.5 homo_ev=-2.53 total_charge=-1 energy_ev=-11431.3203 multiplicity=1
O -0.53 -0.30 -1.32 -1.085
P 0.08 0.18 0.24 0.680
H -0.64 -1.31 -1.40 0.443
H 1.37 0.40 -0.40 -0.218
H 0.56 -1.16 0.57 -0.228
H -1.17 -0.03 0.91 -0.207
H -0.32 1.54 -0.06 -0.205
H 0.65 0.68 1.47 -0.179

10
Properties=species:S:1:pos:R:3:nbo_charge:R:1 method="wB97M-V/def2-TZVPD" e_above_lowest_kcal_mol=58.2 homo_lumo_gap_ev=10.1 homo_ev=-9.42 energy_ev=-9643.9282 multiplicity=1 smiles="CC1C(F)=C1F"
C 0.16 -0.10 0.37 -0.654
C -1.06 0.12 -0.61 -0.243
C -2.38 0.70 -0.14 0.319
F -3.09 1.75 0.29 -0.285
C -2.34 -0.59 -0.29 0.305
F -2.64 -1.80 0.13 -0.280
H -0.32 -0.61 1.26 0.210
H 0.78 0.81 0.64 0.227
H 0.80 -0.90 -0.11 0.219
H -0.73 0.20 -1.70 0.181